Formula: C2H3NO2S2
Source: the Open Molecules 2025 dataset
Level of theory: ωB97M-V/def2-TZVPD

Each atom is followed by the atoms it is bonded to, with distances in Å.
Positions of all 10 atoms, in Å:
1 S -1.460 1.057 1.459  C6 2.237, H10 1.387
2 S -1.712 0.255 -1.767  C7 1.748, H9 1.350
3 O 2.074 -1.052 0.339  N5 1.202
4 O 1.438 0.066 2.054  N5 1.194
5 N 1.302 -0.361 0.947  O3 1.202, O4 1.194, C6 1.453
6 C 0.044 -0.097 0.270  S1 2.237, N5 1.453, C7 1.327
7 C -0.196 -0.210 -1.030  S2 1.748, C6 1.327, H8 1.155
8 H 0.516 -0.569 -1.866  C7 1.155
9 H -1.105 0.522 -2.943  S2 1.350
10 H -0.900 0.389 2.537  S1 1.387

For the lowest unoccupied orbital energy, the calculation gives -0.931 eV. As for the calculated total energy: -1079.4324 a.u. The charge is 0.

***

Formula: C2H3NO3
Source: the Open Molecules 2025 dataset
Level of theory: ωB97M-V/def2-TZVPD

Each atom is followed by the atoms it is bonded to, with distances in Å.
Positions of all 9 atoms, in Å:
1 O -1.552 -1.086 -0.166  C5 1.226
2 O -1.187 1.074 0.297  C5 1.428, H7 0.967
3 O 1.586 -1.136 0.261  C6 1.302
4 N 1.214 1.095 -0.286  C6 1.394, H8 1.076, H9 1.019
5 C -0.714 -0.191 -0.166  O1 1.226, O2 1.428, C6 1.463
6 C 0.746 -0.201 -0.077  O3 1.302, N4 1.394, C5 1.463
7 H -2.111 0.792 0.272  O2 0.967
8 H 0.485 1.830 0.008  N4 1.076
9 H 2.168 1.241 0.043  N4 1.019

For the lowest unoccupied orbital energy, the calculation gives -0.799 eV. As for the calculated total energy: -358.4711 a.u. The charge is 0.

***

Formula: C2H3NO3
Source: the Open Molecules 2025 dataset
Level of theory: ωB97M-V/def2-TZVPD

Each atom is followed by the atoms it is bonded to, with distances in Å.
Positions of all 9 atoms, in Å:
1 O 1.327 0.473 0.464  C6 1.165
2 O -0.690 -1.113 0.157  N4 1.282
3 O -0.596 1.093 -2.366  C5 1.220
4 N 0.061 -1.415 1.152  O2 1.282, H7 1.094, H8 1.006
5 C -0.417 1.188 -1.163  O3 1.220, C6 1.359, H9 1.139
6 C 0.535 0.616 -0.379  O1 1.165, C5 1.359
7 H 1.066 -1.757 0.888  N4 1.094
8 H 0.025 -0.806 1.951  N4 1.006
9 H -1.311 1.723 -0.704  C5 1.139

For the lowest unoccupied orbital energy (alpha / beta), the calculation gives -0.405 / -0.523 eV. As for the calculated total energy: -358.2951 a.u. The charge is 0.

***

Formula: C2H3NO3
Source: the Open Molecules 2025 dataset
Level of theory: ωB97M-V/def2-TZVPD

Each atom is followed by the atoms it is bonded to, with distances in Å.
Positions of all 9 atoms, in Å:
1 O 1.559 -0.024 -0.323  N4 1.192
2 O 2.149 1.609 0.887  N4 1.183
3 O 0.181 0.646 1.216  N4 1.383, H7 0.974
4 N 1.393 0.760 0.561  O1 1.192, O2 1.183, O3 1.383
5 C -0.670 -1.043 -0.926  C6 1.210, H9 1.096
6 C -1.767 -0.588 -0.691  C5 1.210, H8 1.034
7 H -0.476 0.375 0.550  O3 0.974
8 H -2.557 -0.010 -0.358  C6 1.034
9 H 0.189 -1.724 -0.916  C5 1.096

For the lowest unoccupied orbital energy, the calculation gives 0.384 eV. As for the calculated total energy: -358.2536 a.u. The charge is 0.

***

Formula: C2H3NO3
Source: the Open Molecules 2025 dataset
Level of theory: ωB97M-V/def2-TZVPD

Each atom is followed by the atoms it is bonded to, with distances in Å.
Positions of all 9 atoms, in Å:
1 O 1.078 1.502 1.611  N4 1.180
2 O -0.528 0.097 1.812  N4 1.211
3 O 1.147 1.200 -0.964  C5 1.185
4 N 0.341 0.677 1.199  O1 1.180, O2 1.211, C5 1.688
5 C 0.343 0.480 -0.477  O3 1.185, N4 1.688, C6 1.480
6 C -0.411 -0.749 -0.811  C5 1.480, H7 1.001, H8 1.170, H9 1.149
7 H -1.162 -0.500 -1.423  C6 1.001
8 H -0.985 -1.019 0.172  C6 1.170
9 H 0.178 -1.687 -1.118  C6 1.149

For the lowest unoccupied orbital energy, the calculation gives -0.613 eV. As for the calculated total energy: -358.3533 a.u. The charge is 0.

***

Formula: C2H3NO3
Source: the Open Molecules 2025 dataset
Level of theory: ωB97M-V/def2-TZVPD

Each atom is followed by the atoms it is bonded to, with distances in Å.
Positions of all 9 atoms, in Å:
1 O 2.516 -0.128 -0.035  N4 1.178
2 O 0.540 -1.650 0.225  C5 1.189
3 O 1.727 1.781 -0.510  N4 1.224
4 N 1.612 0.622 -0.137  O1 1.178, O3 1.224
5 C 0.022 -0.583 0.144  O2 1.189, C6 1.441
6 C -1.338 -0.108 0.090  C5 1.441, H7 1.103, H8 1.124, H9 1.139
7 H -1.573 0.574 0.925  C6 1.103
8 H -1.558 0.561 -0.786  C6 1.124
9 H -1.948 -1.069 0.084  C6 1.139

For the lowest unoccupied orbital energy, the calculation gives -0.011 eV. As for the calculated total energy: -358.3377 a.u. The charge is 0.

***

Formula: C2H3NO3
Source: the Open Molecules 2025 dataset
Level of theory: ωB97M-V/def2-TZVPD

Each atom is followed by the atoms it is bonded to, with distances in Å.
Positions of all 9 atoms, in Å:
1 O -0.442 -0.493 2.105  C6 1.137
2 O 1.197 -0.259 -0.078  N4 1.251
3 O 1.208 -2.017 1.852  C6 1.129
4 N 0.813 0.719 -0.757  O2 1.251, C5 1.441
5 C -0.546 0.774 -1.234  N4 1.441, H7 1.021, H8 1.066, H9 1.141
6 C 0.333 -1.312 1.959  O1 1.137, O3 1.129
7 H -0.979 -0.149 -1.285  C5 1.021
8 H -0.957 1.300 -0.403  C5 1.066
9 H -0.627 1.437 -2.160  C5 1.141

For the lowest unoccupied orbital energy, the calculation gives -0.343 eV. As for the calculated total energy: -358.4089 a.u. The charge is 0.

***

Formula: C2H3NO3
Source: the Open Molecules 2025 dataset
Level of theory: ωB97M-V/def2-TZVPD

Each atom is followed by the atoms it is bonded to, with distances in Å.
Positions of all 9 atoms, in Å:
1 O 0.783 -1.421 0.357  N4 1.312, H8 0.918
2 O -2.006 -0.608 -0.148  C6 1.242
3 O 0.561 1.816 0.081  C5 1.269
4 N 1.096 -0.346 -0.326  O1 1.312, C5 1.370, H9 1.060
5 C 0.159 0.621 -0.073  O3 1.269, N4 1.370, C6 1.605
6 C -1.429 0.465 0.094  O2 1.242, C5 1.605, H7 1.109
7 H -1.614 1.447 0.576  C6 1.109
8 H 0.329 -1.893 -0.285  O1 0.918
9 H 2.121 -0.082 -0.277  N4 1.060

For the lowest unoccupied orbital energy, the calculation gives -0.674 eV. As for the calculated total energy: -358.3727 a.u. The charge is 0.